No. 1
C19H26N2O2 | the ωB97M-V functional and the def2-TZVPD basis

Structure (XYZ):
```
49
Properties=species:S:1:pos:R:3:lowdin_charge:R:1
O -3.101 -2.286 1.219 0.072
C -2.744 -1.226 0.743 -0.428
N -1.539 -1.032 0.146 0.171
C -0.541 -1.970 -0.105 -0.139
C -0.775 -3.343 -0.051 0.004
C 0.227 -4.237 -0.375 -0.069
C 1.474 -3.784 -0.772 -0.082
C 1.727 -2.426 -0.800 -0.045
C 0.745 -1.509 -0.440 -0.079
C 1.014 -0.045 -0.502 -0.384
O 0.259 0.705 -1.117 0.031
N 2.096 0.429 0.147 -0.037
C 2.922 -0.287 1.091 -0.150
C 4.388 -0.232 0.661 -0.174
C 4.830 1.222 0.516 -0.206
C 3.901 1.949 -0.452 -0.172
C 2.453 1.827 0.020 -0.139
C -3.667 -0.012 0.785 -0.229
C -3.060 1.268 1.384 -0.145
C -2.305 2.171 0.407 -0.199
C -3.114 2.414 -0.862 -0.197
C -3.454 1.085 -1.526 -0.195
C -4.310 0.237 -0.590 -0.147
H -1.328 -0.105 -0.207 0.091
H -1.750 -3.695 0.239 0.103
H 0.024 -5.297 -0.336 0.106
H 2.246 -4.483 -1.057 0.101
H 2.692 -2.065 -1.125 0.112
H 2.577 -1.316 1.186 0.117
H 2.821 0.202 2.070 0.134
H 5.002 -0.748 1.401 0.114
H 4.507 -0.745 -0.296 0.108
H 5.859 1.268 0.156 0.109
H 4.794 1.711 1.492 0.113
H 4.171 3.004 -0.522 0.112
H 3.990 1.508 -1.447 0.120
H 1.766 2.284 -0.695 0.122
H 2.334 2.321 0.992 0.134
H -4.468 -0.336 1.460 0.142
H -2.410 0.999 2.220 0.118
H -3.890 1.851 1.794 0.117
H -1.336 1.755 0.131 0.079
H -2.106 3.124 0.906 0.111
H -2.538 3.036 -1.548 0.111
H -4.037 2.944 -0.615 0.113
H -4.012 1.263 -2.448 0.111
H -2.534 0.566 -1.797 0.104
H -4.542 -0.724 -1.055 0.120
H -5.257 0.760 -0.429 0.118
```

Computed properties:
- E (Ha) = -999.65886
- lowest unoccupied orbital energy (eV) = 0.72
- orbital gap (eV) = 9.246

---

No. 2
C19H26N4O4 | the ωB97M-V functional and the def2-TZVPD basis

Structure (XYZ):
```
53
Properties=species:S:1:pos:R:3:lowdin_charge:R:1
C -0.311 2.652 4.688 -0.049
C 0.164 2.745 3.271 -0.278
C -0.451 3.619 2.381 -0.036
C -0.029 3.709 1.069 -0.030
C 1.019 2.920 0.607 -0.150
C 1.471 3.061 -0.839 -0.347
C 2.331 4.321 -1.000 0.020
N 0.345 3.060 -1.753 0.178
C 0.320 1.993 -2.569 -0.472
O -0.516 1.687 -3.386 0.095
N 1.492 1.268 -2.320 0.083
C 1.895 0.110 -3.083 -0.005
C 1.163 -1.171 -2.660 -0.417
O 1.773 -2.146 -2.271 0.076
N -0.181 -1.094 -2.783 0.197
C -1.159 -2.059 -2.409 -0.517
O -2.327 -1.750 -2.455 0.074
N -0.668 -3.252 -2.056 0.091
C -1.509 -4.307 -1.541 -0.170
C -1.240 -4.579 -0.059 -0.169
C -1.444 -3.359 0.846 -0.439
C -2.885 -2.858 0.808 -0.069
C -1.045 -3.717 2.277 -0.086
C 2.253 1.844 -1.339 -0.363
O 3.336 1.466 -0.980 0.127
C 1.643 2.054 1.492 -0.004
C 1.217 1.970 2.807 -0.027
H 0.353 2.028 5.281 0.075
H -0.361 3.641 5.139 0.082
H -1.311 2.221 4.720 0.085
H -1.267 4.239 2.722 0.116
H -0.520 4.409 0.408 0.110
H 2.576 4.480 -2.048 0.094
H 3.251 4.192 -0.437 0.098
H 1.800 5.190 -0.620 0.088
H -0.433 3.693 -1.682 0.158
H 1.694 0.296 -4.142 0.146
H 2.965 -0.036 -2.917 0.138
H -0.590 -0.227 -3.137 0.118
H 0.339 -3.355 -1.990 0.118
H -2.544 -4.001 -1.700 0.115
H -1.319 -5.219 -2.116 0.120
H -1.901 -5.385 0.266 0.119
H -0.210 -4.928 0.049 0.114
H -0.787 -2.554 0.498 0.131
H -3.135 -2.460 -0.172 0.058
H -3.023 -2.062 1.536 0.077
H -3.575 -3.664 1.047 0.084
H -0.013 -4.058 2.318 0.074
H -1.145 -2.852 2.929 0.073
H -1.684 -4.511 2.660 0.079
H 2.473 1.448 1.165 0.109
H 1.716 1.289 3.480 0.113
```

Computed properties:
- E (Ha) = -1259.72952
- lowest unoccupied orbital energy (eV) = 0.53
- orbital gap (eV) = 9.927

---

No. 3
C19H26O4 | the ωB97M-V functional and the def2-TZVPD basis

Structure (XYZ):
```
49
Properties=species:S:1:pos:R:3:lowdin_charge:R:1
C 0.532 4.157 -4.483 0.008
C 1.003 3.128 -3.512 -0.431
O 2.206 2.809 -3.600 0.060
O 0.195 2.821 -2.413 0.018
C 0.839 2.183 -1.263 -0.205
C 1.446 3.191 -0.231 -0.102
C 1.266 2.515 1.117 -0.125
C 0.721 1.130 0.753 -0.291
C 0.139 0.331 1.916 -0.217
C 0.939 0.331 3.208 -0.143
C 0.250 -0.388 4.395 -0.092
C -0.122 -1.881 4.019 -0.272
O -0.850 -2.409 5.107 0.055
C -1.200 -3.710 4.841 -0.435
O -1.275 -4.598 5.701 0.080
C -1.521 -4.205 3.461 0.051
C -1.349 -3.249 2.373 0.029
C -0.989 -1.829 2.748 -0.235
C -0.209 -1.176 1.575 -0.214
C -1.092 -1.159 0.231 -0.100
C -0.397 -0.233 -0.862 -0.068
C -0.130 1.320 -0.415 -0.394
C -1.478 1.976 -0.092 -0.007
H 1.333 4.486 -5.170 0.104
H 0.229 5.003 -3.899 0.082
H -0.348 3.965 -5.046 0.071
H 1.651 1.525 -1.564 0.147
H 2.476 3.444 -0.482 0.113
H 1.035 4.196 -0.409 0.124
H 0.558 3.088 1.648 0.098
H 2.175 2.562 1.758 0.129
H 1.498 0.492 0.285 0.163
H -0.879 0.805 2.133 0.164
H 1.766 -0.267 3.092 0.094
H 1.209 1.341 3.514 0.115
H 0.911 -0.279 5.307 0.132
H -0.704 0.077 4.766 0.130
H 0.744 -2.428 3.775 0.149
H -1.796 -5.248 3.171 0.120
H -1.466 -3.620 1.352 0.098
H -1.885 -1.169 2.817 0.171
H 0.707 -1.751 1.391 0.153
H -1.972 -0.778 0.651 0.081
H -1.273 -2.172 -0.132 0.097
H 0.503 -0.642 -1.323 0.109
H -1.061 -0.374 -1.756 0.116
H -2.181 1.453 0.531 0.067
H -1.363 2.994 0.381 0.111
H -1.924 2.088 -1.093 0.092
```

Computed properties:
- E (Ha) = -1040.48783
- lowest unoccupied orbital energy (eV) = 0.17
- orbital gap (eV) = 9.838

---

No. 4
C19H27BBr3ClF7LiMgN2NaO13P2S | the ωB97M-V functional and the def2-TZVPD basis

Structure (XYZ):
```
79
Properties=species:S:1:pos:R:3:lowdin_charge:R:1
N 3.798 0.275 -4.618 -0.277
P 2.775 0.274 -6.081 0.542
S 1.822 -1.645 -6.120 0.365
C 1.503 1.702 -5.773 -0.477
C 0.353 1.049 -4.765 -0.334
O 0.522 0.827 -3.458 -0.033
F -0.934 0.655 -5.399 -0.094
H 4.523 -0.479 -4.791 0.041
H 4.265 1.214 -4.538 0.036
H 0.931 -1.704 -5.022 -0.145
H 1.007 1.952 -6.817 -0.160
H 2.070 2.616 -5.303 0.089
F -2.964 -2.257 -7.627 -0.121
P -3.234 -1.859 -6.144 -0.035
F -3.168 -0.615 -5.209 -0.414
F -2.921 -2.740 -4.897 -0.169
F -4.336 -2.961 -6.111 -0.135
F -4.320 -0.872 -6.668 -0.131
F -1.697 -1.711 -6.354 -0.148
C -4.796 -1.081 -1.698 -1.512
Br -3.766 -0.114 -0.360 0.757
Br -6.689 -1.135 -1.254 0.686
Br -4.492 -0.384 -3.488 1.017
H -4.436 -2.115 -1.692 -0.038
C 3.569 5.715 -2.297 -0.083
C 2.221 6.062 -1.685 -0.272
O 1.141 5.303 -2.221 -0.166
C 1.219 3.888 -2.061 -0.286
C 1.278 3.447 -0.608 -0.069
H 3.544 5.857 -3.384 0.083
H 4.355 6.350 -1.875 0.078
H 3.845 4.675 -2.110 0.060
H 2.001 7.113 -1.896 0.122
H 2.246 5.967 -0.596 0.099
H 2.066 3.490 -2.629 0.096
H 0.316 3.471 -2.520 0.103
H 2.165 3.830 -0.099 0.058
H 1.297 2.354 -0.543 0.075
H 0.402 3.815 -0.061 0.081
Li -5.689 0.463 1.361 0.727
B -7.488 -3.317 4.931 -0.880
O -8.137 -2.011 5.088 0.271
C -7.646 -1.215 4.127 -0.366
O -7.975 -0.051 3.970 0.177
C -6.690 -1.941 3.332 -0.352
O -6.066 -1.500 2.380 0.048
O -6.576 -3.196 3.789 0.276
O -6.759 -3.689 6.147 0.291
C -7.283 -4.846 6.575 -0.398
O -6.906 -5.440 7.573 -0.058
C -8.337 -5.264 5.689 -0.319
O -9.013 -6.274 5.802 0.001
O -8.481 -4.371 4.700 0.332
Mg 0.087 3.122 -6.693 0.516
C 6.004 0.356 2.685 -0.047
O 5.148 1.447 2.352 -0.017
C 5.795 2.539 1.872 -0.560
O 7.001 2.646 1.714 0.113
O 4.869 3.492 1.599 -0.019
C 5.410 4.706 1.083 -0.052
H 5.381 -0.461 3.057 0.066
H 6.541 0.003 1.799 0.101
H 6.705 0.643 3.476 0.102
H 5.924 4.527 0.133 0.099
H 6.087 5.167 1.810 0.102
H 4.581 5.396 0.901 0.084
Cl -8.313 -6.843 7.410 1.030
Na -2.913 -2.039 -1.348 0.420
N 4.510 -2.746 4.307 0.055
C 3.291 -2.739 3.724 -0.154
C 2.294 -3.658 4.012 -0.086
C 2.563 -4.648 4.951 -0.082
C 3.810 -4.683 5.566 -0.072
C 4.741 -3.719 5.216 -0.140
H 3.131 -1.949 2.996 0.098
H 1.332 -3.603 3.515 0.093
H 1.807 -5.387 5.201 0.104
H 4.050 -5.442 6.302 0.104
H 5.727 -3.701 5.671 0.106
```

Computed properties:
- E (Ha) = -12184.31708
- net charge = +1
- lowest unoccupied orbital energy (eV) = -6.34
- orbital gap (eV) = 0.875